Here is a 7-piece molecular cluster, C5H22N2O7 overall from OMol25. Energies are from ωB97M-V/def2-TZVPD.

```
! wB97M-V def2-TZVPD RIJCOSX def2/J DEFGRID3
* xyz 0 1
H -1.21327 -2.15976 -1.82429
N -0.32610 -2.48331 -2.07454
C 0.83372 -2.18138 -1.59769
N 0.99210 -0.90884 -0.86665
C 1.86920 -1.01070 0.34119
C 1.43647 0.32572 1.14369
C 1.58510 0.28913 2.59530
C 0.30226 -0.40027 3.00054
O -0.81893 -0.00081 2.74215
H 1.80355 -2.60179 -1.90518
H 0.16425 -0.51336 -0.64356
H 2.87689 -0.90065 0.03104
H 1.93702 -1.74951 1.16146
H 2.03292 1.18070 0.74035
H 0.34922 0.46964 0.90629
H 1.81211 1.35534 3.06486
H 2.43182 -0.34365 3.01764
H 0.42872 -1.35350 3.43349
O -1.11649 2.09850 -0.35443
H -1.53640 2.96204 -0.74107
H -1.36194 1.50875 -1.16500
O 1.38132 0.70925 -3.67298
H 1.10019 -0.18288 -3.56173
H 1.90537 0.74742 -2.93822
O -2.67359 -0.51179 0.38352
H -2.34660 0.04707 1.09050
H -3.56697 0.09233 0.27426
O -1.69969 1.93542 -2.78102
H -2.03758 1.07529 -3.10687
H -0.74835 1.89173 -3.12216
O -1.03146 -2.82680 1.18560
H -1.59216 -2.62454 0.28729
H -1.23068 -2.16445 1.75436
O 0.63127 3.48037 1.08604
H -0.01483 3.12320 0.48289
H 0.60489 2.67751 1.74265
*
```

Summary:
total energy: -22850.9044 eV
highest occupied orbital energy: -9.628 eV
SMILES: [H]/N=C\NCCCC=O.O.O.O.O.O.O

List of natural (NBO) charges in e, atom by atom: 0.36, -0.72, 0.30, -0.64, -0.23, -0.44, -0.53, 0.46, -0.57, 0.18, 0.37, 0.19, 0.19, 0.24, 0.23, 0.25, 0.22, 0.12, -1.01, 0.48, 0.51, -0.93, 0.47, 0.47, -0.97, 0.49, 0.48, -0.95, 0.48, 0.51, -0.95, 0.49, 0.46, -0.95, 0.48, 0.45

Here is a 2-piece molecular cluster, CH4N3P overall from OMol25. Energies are from ωB97M-V/def2-TZVPD.

```
! wB97M-V def2-TZVPD RIJCOSX def2/J DEFGRID3
* xyz 0 1
C 1.24405 -1.81684 0.54821
N 0.61859 -2.70639 0.94586
N -0.83999 0.34230 -1.28785
N 0.19343 1.16064 0.92924
P 0.57391 1.02629 -0.70765
H -1.70208 -0.12205 -0.93825
H -0.92767 0.07577 -2.31632
H 0.04372 0.28887 1.34570
H 0.79602 1.75140 1.48107
*
```

Summary:
total energy: -14858.4706 eV
highest occupied orbital energy: -8.729 eV

List of natural (NBO) charges in e, atom by atom: -0.24, -0.63, -1.15, -1.14, 1.42, 0.45, 0.43, 0.44, 0.41

Here is one molecule with the formula Cl2H2O2P2 from OMol25. Energies are from ωB97M-V/def2-TZVPD.

```
! wB97M-V def2-TZVPD RIJCOSX def2/J DEFGRID3
* xyz 0 1
O 3.33391 1.98229 1.45957
O 1.53493 0.19535 1.13051
P 0.74292 -0.69689 0.19878
P 3.53767 0.69557 0.82918
Cl 2.75694 0.77172 -1.13465
Cl 2.33221 -2.01642 -0.56536
H 0.26553 0.24017 -0.73675
H -0.21884 -1.40040 0.78772
*
```

Summary:
total energy: -47750.1827 eV
highest occupied orbital energy: -9.623 eV

List of natural (NBO) charges in e, atom by atom: -1.04, -1.10, 1.46, 1.42, -0.46, -0.27, 0.02, -0.03

Here is an isolated ion of composition C15H22BrF4N3O5P and charge +1 from OMol25. Energies are from ωB97M-V/def2-TZVPD.

```
! wB97M-V def2-TZVPD RIJCOSX def2/J DEFGRID3
* xyz 1 1
C -0.99683 3.42954 2.52228
C -0.68994 4.02214 1.16635
O 0.40662 3.33912 0.51667
P 0.02890 2.23650 -0.52332
O -0.83882 1.16252 0.00476
C 1.64897 1.64487 -1.03992
C 2.28247 0.58693 -0.07457
C 1.42387 -0.58759 0.14266
N 0.87408 -0.86063 1.27622
N 1.02319 -0.08119 2.40566
C -0.02036 -2.01625 1.16690
C -0.41951 -2.70293 2.45282
F 0.69374 -2.89310 3.21348
F -0.91365 -3.90825 2.12563
C -1.48905 -1.89449 3.26492
F -2.57058 -2.65632 3.45897
F -0.96155 -1.54764 4.45786
C 0.69341 -2.78054 0.06539
O -0.00412 -3.87029 -0.49532
C -1.16393 -3.54779 -0.97976
N -2.20428 -3.26584 -1.38754
C 1.02458 -1.59395 -0.86035
C 1.95324 -1.80610 -2.04780
C 1.18313 -2.46401 -3.16934
O 0.36418 -1.90298 -3.81325
Br 1.61312 -4.31264 -3.50683
O -0.58209 2.99943 -1.74793
C -1.76912 2.47577 -2.40175
C -1.55242 1.17069 -3.14629
H -0.09621 3.11215 3.03070
H -1.69325 2.60500 2.41715
H -1.49838 4.17619 3.12300
H -1.57970 3.99970 0.54776
H -0.41088 5.06103 1.25721
H 2.31723 2.49837 -1.05237
H 1.61813 1.30132 -2.06455
H 3.20381 0.23369 -0.52915
H 2.55443 1.04577 0.86295
H 0.14916 0.37551 2.63123
H 1.38397 -0.63704 3.16934
H -0.94304 -1.62038 0.72586
H -1.78465 -0.98680 2.73872
H 1.63668 -3.17996 0.42785
H 0.06684 -1.23570 -1.26107
H 2.27842 -0.85796 -2.45461
H 2.79353 -2.44158 -1.80243
H -2.04245 3.24823 -3.10474
H -2.57846 2.40796 -1.68990
H -0.53076 0.82899 -3.02217
H -2.19818 0.38095 -2.78912
H -1.68349 1.30960 -4.20826
*
```

Summary:
total energy: -120814.9658 eV
highest occupied orbital energy: -13.585 eV
SMILES: CCOP(=O)(CCC1=[N+](N)[C@H](C(F)(F)C(F)F)[C@@H](OC#N)[C@@H]1CC(=O)Br)OCC

List of natural (NBO) charges in e, atom by atom: -0.64, -0.07, -0.81, 2.42, -1.16, -0.81, -0.49, 0.58, -0.12, -0.64, -0.16, 0.62, -0.32, -0.29, 0.52, -0.29, -0.31, 0.13, -0.44, 0.50, -0.33, -0.35, -0.52, 0.51, -0.47, 0.03, -0.82, -0.07, -0.64, 0.22, 0.21, 0.24, 0.19, 0.21, 0.28, 0.25, 0.26, 0.28, 0.40, 0.40, 0.26, 0.14, 0.23, 0.30, 0.25, 0.25, 0.21, 0.20, 0.20, 0.23, 0.23

Here is one molecule with the formula C3H6N2O2 from OMol25. Energies are from ωB97M-V/def2-TZVPD.

```
! wB97M-V def2-TZVPD RIJCOSX def2/J DEFGRID3
* xyz 0 1
C 1.92545 -0.38363 -0.51864
O 1.08614 0.23155 0.47552
C -0.36863 0.55241 -0.02915
N -0.62989 1.38278 -0.92286
N -0.94622 -0.33202 0.77756
C -2.32167 -0.42205 0.86858
O -2.89737 -1.20706 1.58462
H 2.86216 -0.64810 -0.02792
H 2.10872 0.35101 -1.30532
H 1.43082 -1.26866 -0.93183
H 0.14733 1.93247 -1.26922
H 0.46285 -0.48284 1.08154
H -2.85969 0.29414 0.21711
*
```

Summary:
total energy: -10280.8690 eV
highest occupied orbital energy: -9.614 eV

List of natural (NBO) charges in e, atom by atom: -0.26, -0.56, 0.70, -0.73, -0.76, 0.54, -0.56, 0.21, 0.20, 0.20, 0.37, 0.54, 0.11

Here is one molecule with the formula C16H25N3O from OMol25. Energies are from ωB97M-V/def2-TZVPD.

```
! wB97M-V def2-TZVPD RIJCOSX def2/J DEFGRID3
* xyz 0 1
C -4.08180 -3.31992 -0.16343
C -3.36845 -2.62321 0.95351
C -3.32035 -1.00084 0.78479
C -2.42416 -0.65016 -0.26753
C -2.43509 0.72510 -0.56555
C -1.92286 1.54939 0.84136
C -1.80750 3.01632 0.73855
C -0.68129 3.55809 -0.59193
C 0.66838 3.11661 -0.11860
O 1.47292 3.68906 0.69353
N 1.00691 2.05470 -0.50025
N 2.12850 1.37983 -0.29600
C 2.59101 -0.05432 -0.72646
C 1.67556 -0.68802 -1.35772
C 3.88821 -0.27661 -0.11259
C 4.28683 -1.61405 -0.14990
C 5.39814 -2.15583 0.44435
C 6.36849 -1.27683 0.79004
N 5.97462 0.14477 0.81721
C 4.84440 0.52306 0.13698
H -5.22813 -2.97771 -0.41844
H -3.57400 -3.32093 -1.11159
H -4.31515 -4.32693 -0.13081
H -4.03301 -2.93696 2.00212
H -2.64831 -2.91578 1.36347
H -4.49415 -0.68424 0.56684
H -3.32685 -0.53334 1.87350
H -1.45284 -0.95630 -0.13483
H -2.73416 -1.04950 -0.93589
H -3.51211 1.19154 -0.58133
H -1.84160 1.33954 -1.27380
H -2.49256 1.52908 1.67011
H -0.91954 1.07880 1.02440
H -1.43010 3.71766 1.47059
H -2.71199 3.53324 0.13767
H -0.98773 3.08957 -1.33681
H -0.60873 4.58614 -0.47542
H 0.43765 1.52713 -1.14726
H 0.95858 -1.08788 -1.21243
H 2.44566 -1.45227 -2.03825
H 1.27010 -0.31771 -2.30385
H 3.42797 -2.42792 -0.24096
H 5.65867 -3.14983 0.33601
H 7.20563 -1.26674 1.24991
H 4.64422 1.71424 0.29668
*
```

Summary:
total energy: -23495.9428 eV
highest occupied orbital energy: -8.036 eV
SMILES: CCCCCCCCC(=O)N/N=C(\C)c1cccnc1

List of natural (NBO) charges in e, atom by atom: -0.63, -0.33, -0.37, -0.45, -0.35, -0.44, -0.35, -0.46, 0.61, -0.64, -0.39, -0.19, 0.22, -0.64, -0.16, -0.14, -0.26, 0.03, -0.39, 0.06, 0.20, 0.20, 0.22, 0.17, 0.17, 0.20, 0.22, 0.19, 0.19, 0.21, 0.21, 0.21, 0.19, 0.24, 0.20, 0.18, 0.24, 0.34, 0.19, 0.21, 0.24, 0.21, 0.22, 0.20, 0.24

Question: Which value of highest occupied orbital energy does entry 5 give?
Answer: -9.614 eV

Copy entry 1 word for word.
Here is a 7-piece molecular cluster, C5H22N2O7 overall from OMol25. Energies are from ωB97M-V/def2-TZVPD.

```
! wB97M-V def2-TZVPD RIJCOSX def2/J DEFGRID3
* xyz 0 1
H -1.21327 -2.15976 -1.82429
N -0.32610 -2.48331 -2.07454
C 0.83372 -2.18138 -1.59769
N 0.99210 -0.90884 -0.86665
C 1.86920 -1.01070 0.34119
C 1.43647 0.32572 1.14369
C 1.58510 0.28913 2.59530
C 0.30226 -0.40027 3.00054
O -0.81893 -0.00081 2.74215
H 1.80355 -2.60179 -1.90518
H 0.16425 -0.51336 -0.64356
H 2.87689 -0.90065 0.03104
H 1.93702 -1.74951 1.16146
H 2.03292 1.18070 0.74035
H 0.34922 0.46964 0.90629
H 1.81211 1.35534 3.06486
H 2.43182 -0.34365 3.01764
H 0.42872 -1.35350 3.43349
O -1.11649 2.09850 -0.35443
H -1.53640 2.96204 -0.74107
H -1.36194 1.50875 -1.16500
O 1.38132 0.70925 -3.67298
H 1.10019 -0.18288 -3.56173
H 1.90537 0.74742 -2.93822
O -2.67359 -0.51179 0.38352
H -2.34660 0.04707 1.09050
H -3.56697 0.09233 0.27426
O -1.69969 1.93542 -2.78102
H -2.03758 1.07529 -3.10687
H -0.74835 1.89173 -3.12216
O -1.03146 -2.82680 1.18560
H -1.59216 -2.62454 0.28729
H -1.23068 -2.16445 1.75436
O 0.63127 3.48037 1.08604
H -0.01483 3.12320 0.48289
H 0.60489 2.67751 1.74265
*
```

Summary:
total energy: -22850.9044 eV
highest occupied orbital energy: -9.628 eV
SMILES: [H]/N=C\NCCCC=O.O.O.O.O.O.O

List of natural (NBO) charges in e, atom by atom: 0.36, -0.72, 0.30, -0.64, -0.23, -0.44, -0.53, 0.46, -0.57, 0.18, 0.37, 0.19, 0.19, 0.24, 0.23, 0.25, 0.22, 0.12, -1.01, 0.48, 0.51, -0.93, 0.47, 0.47, -0.97, 0.49, 0.48, -0.95, 0.48, 0.51, -0.95, 0.49, 0.46, -0.95, 0.48, 0.45

Question: total energy of number 5 (C3H6N2O2)?
Answer: -10280.8690 eV

Question: Which value of highest occupied orbital energy does entry 5 give?
Answer: -9.614 eV